Entry 1:
Here is a structure of composition C42H34N6O3PReS2 from the OMol25 dataset. Energies are from ωB97M-V with the def2-TZVPD basis set.

Values from the calculation:
* Kohn-Sham gap (spin up / spin down): 7.06 / 6.68 eV
* total charge: +3
* ⟨S²⟩: 0.7565
* ΔE to the lowest compared entry with this formula, charge and spin: 23.0 kcal/mol
* 2S+1: 2

Last column: Mulliken spin population.
Positions of all 89 atoms, in Å:
Re  -0.24  -0.02  -0.03  0.779
C  -4.53  -1.01  -0.35  0.000
C  -5.12  -0.21  0.61  -0.002
C  -4.31  0.62  1.37  0.001
C  -2.94  0.60  1.17  -0.004
N  -2.35  -0.21  0.23  0.036
C  -3.16  -0.97  -0.53  0.012
C  -1.97  1.34  1.99  0.010
C  -2.29  2.19  3.04  -0.006
C  -1.26  2.72  3.82  0.014
C  0.04  2.33  3.57  -0.008
C  0.31  1.48  2.50  0.007
N  -0.69  1.03  1.70  -0.031
C  1.61  0.89  2.19  0.050
C  2.80  1.21  2.82  -0.006
C  3.95  0.51  2.48  0.009
C  3.87  -0.50  1.53  -0.004
C  2.65  -0.74  0.92  0.021
N  1.54  -0.06  1.23  -0.042
H  -5.12  -1.65  -0.99  0.000
H  -6.19  -0.22  0.77  0.000
H  -4.74  1.25  2.13  0.000
H  -2.68  -1.53  -1.31  0.005
H  -3.31  2.44  3.25  0.001
H  -1.49  3.38  4.64  0.000
H  0.85  2.67  4.21  0.001
H  2.84  1.98  3.57  0.000
H  4.89  0.74  2.95  0.000
H  4.73  -1.07  1.24  0.000
H  2.55  -1.49  0.15  0.000
C  -2.08  -3.94  2.85  -0.001
N  -2.11  -3.91  1.41  -0.001
C  -2.96  -4.64  0.61  0.000
C  -2.67  -4.34  -0.68  -0.001
N  -1.63  -3.43  -0.65  -0.006
C  -1.31  -3.18  0.62  0.008
S  -0.01  -2.18  1.11  -0.019
C  -0.90  -2.93  -1.75  0.022
C  -0.67  -3.75  -2.84  -0.001
C  0.03  -3.23  -3.92  -0.001
C  0.48  -1.92  -3.82  0.003
C  0.22  -1.20  -2.66  0.019
N  -0.46  -1.68  -1.62  -0.007
H  -2.80  -4.69  3.19  0.000
H  -2.35  -2.96  3.24  0.000
H  -1.08  -4.22  3.19  0.000
H  -3.69  -5.31  1.02  0.000
H  -3.13  -4.67  -1.59  0.000
H  -1.01  -4.78  -2.85  0.000
H  0.23  -3.83  -4.79  0.000
H  1.04  -1.45  -4.61  0.001
H  0.58  -0.19  -2.56  -0.010
O  3.37  1.57  -1.25  0.012
S  1.96  1.55  -1.36  -0.010
O  1.18  2.28  -0.36  0.054
O  1.40  0.11  -1.27  0.015
C  1.37  2.07  -2.92  0.017
C  2.24  2.34  -3.96  -0.001
C  1.72  2.74  -5.19  0.000
C  0.35  2.84  -5.35  -0.001
C  -0.51  2.53  -4.30  0.000
C  -0.02  2.14  -3.06  -0.005
P  -1.15  1.82  -1.66  0.072
C  -1.51  3.48  -1.01  -0.002
C  -1.02  3.96  0.21  -0.011
C  -1.28  5.26  0.61  0.001
C  -2.01  6.11  -0.20  0.000
C  -2.47  5.66  -1.43  0.002
C  -2.22  4.36  -1.83  -0.001
C  -2.70  1.30  -2.46  0.007
C  -2.65  0.33  -3.46  -0.001
C  -3.81  -0.11  -4.07  0.001
C  -5.04  0.41  -3.69  0.000
C  -5.09  1.38  -2.69  0.000
C  -3.93  1.81  -2.08  -0.002
H  3.30  2.27  -3.79  0.000
H  2.38  2.98  -6.00  0.000
H  -0.06  3.16  -6.30  0.000
H  -1.58  2.61  -4.47  0.000
H  -0.38  3.34  0.82  0.005
H  -0.88  5.61  1.55  0.000
H  -2.20  7.12  0.11  0.000
H  -3.02  6.32  -2.08  0.000
H  -2.58  4.04  -2.80  0.000
H  -1.70  -0.05  -3.81  -0.001
H  -3.76  -0.84  -4.86  0.000
H  -5.94  0.09  -4.18  0.000
H  -6.04  1.81  -2.41  0.000
H  -4.00  2.58  -1.31  0.000

---

Entry 2:
Here is a structure of composition C42H35AsBeGeN2O10S from the OMol25 dataset. Energies are from ωB97M-V with the def2-TZVPD basis set.

Values from the calculation:
* Kohn-Sham gap: 7.48 eV
* total charge: -2

Last column: Löwdin charge in e.
Positions of all 93 atoms, in Å:
Be  -1.16  1.28  0.64  -0.024
O  1.27  0.40  -2.67  -0.396
As  0.77  -0.15  -1.03  1.210
O  2.09  0.95  -0.21  -0.280
O  -0.51  0.97  -0.83  -0.494
C  2.69  1.08  0.98  -0.328
C  3.94  1.73  0.94  -0.042
C  4.68  1.99  2.08  -0.141
C  4.19  1.62  3.33  -0.120
C  2.96  0.99  3.39  -0.072
C  2.21  0.71  2.25  -0.175
S  0.73  -0.25  2.51  0.500
O  0.51  -0.31  3.93  -0.317
O  0.98  -1.50  1.83  -0.338
O  -0.36  0.52  1.86  -0.262
H  0.96  1.32  -2.72  0.000
H  4.31  2.03  -0.04  0.112
H  5.63  2.49  2.00  0.095
H  4.75  1.82  4.23  0.087
H  2.53  0.68  4.34  0.100
O  -1.44  5.04  1.03  -0.023
C  -1.24  3.95  0.48  -0.575
O  -1.27  2.82  1.07  0.031
C  -0.88  3.96  -1.00  -0.160
C  -0.90  5.37  -1.58  -0.234
Ge  -0.08  6.72  -0.44  1.013
C  1.27  7.67  -1.58  -0.256
C  2.05  8.67  -1.00  -0.125
C  3.07  9.30  -1.70  -0.104
C  3.34  8.93  -3.01  -0.121
C  2.59  7.93  -3.61  -0.108
C  1.56  7.31  -2.90  -0.104
C  -1.35  8.15  0.03  -0.241
C  -2.45  7.90  0.86  -0.089
C  -3.35  8.92  1.17  -0.097
C  -3.17  10.20  0.66  -0.121
C  -2.10  10.46  -0.18  -0.112
C  -1.20  9.44  -0.49  -0.110
C  1.05  6.31  1.09  -0.268
C  0.83  6.92  2.32  -0.104
C  1.62  6.60  3.43  -0.099
C  2.61  5.64  3.32  -0.097
C  2.84  5.02  2.10  -0.074
C  2.07  5.36  0.99  -0.081
H  -1.60  3.31  -1.50  0.114
H  0.10  3.47  -1.11  0.105
H  -1.93  5.70  -1.69  0.079
H  -0.44  5.39  -2.57  0.043
H  1.87  8.95  0.04  0.102
H  3.66  10.07  -1.22  0.092
H  4.15  9.41  -3.56  0.087
H  2.80  7.63  -4.63  0.091
H  0.98  6.54  -3.39  0.078
H  -2.59  6.91  1.26  0.090
H  -4.19  8.71  1.82  0.095
H  -3.88  10.99  0.90  0.087
H  -1.95  11.45  -0.59  0.089
H  -0.36  9.66  -1.15  0.081
H  0.03  7.65  2.43  0.093
H  1.43  7.09  4.38  0.090
H  3.20  5.37  4.19  0.092
H  3.60  4.24  2.01  0.075
H  2.26  4.86  0.05  0.107
O  -4.15  2.55  0.10  0.067
C  -4.00  1.36  0.29  -0.498
N  -5.08  0.45  0.26  0.135
C  -4.59  -0.90  0.11  -0.285
C  -3.08  -0.67  0.38  -0.443
O  -2.30  -1.60  0.40  0.076
N  -2.83  0.65  0.52  0.182
C  -5.13  -1.86  1.17  -0.141
C  -5.64  -1.37  2.37  -0.019
C  -6.07  -2.23  3.37  -0.093
C  -6.00  -3.61  3.18  -0.115
C  -5.47  -4.11  1.99  -0.090
C  -5.04  -3.24  1.00  -0.028
C  -4.79  -1.39  -1.32  -0.137
C  -6.05  -1.84  -1.74  -0.044
C  -6.28  -2.19  -3.06  -0.101
C  -5.25  -2.09  -3.99  -0.112
C  -4.00  -1.64  -3.59  -0.074
C  -3.77  -1.29  -2.26  0.008
H  -5.89  0.76  -0.27  0.139
H  -5.68  -0.30  2.51  0.112
H  -6.45  -1.83  4.30  0.094
H  -6.33  -4.29  3.96  0.089
H  -5.39  -5.18  1.84  0.094
H  -4.62  -3.63  0.09  0.121
H  -6.85  -1.93  -1.01  0.116
H  -7.26  -2.54  -3.37  0.091
H  -5.42  -2.36  -5.03  0.090
H  -3.19  -1.55  -4.31  0.102
H  -2.79  -0.95  -1.95  0.116

---

Entry 3:
Here is a structure of composition C42H36BrN6O7Ru from the OMol25 dataset. Energies are from ωB97M-V with the def2-TZVPD basis set.

Values from the calculation:
* Kohn-Sham gap (spin up / spin down): 5.99 / 6.48 eV
* ⟨S²⟩: 0.7808
* ΔE to the lowest compared entry with this formula, charge and spin: 10.0 kcal/mol
* 2S+1: 2

Last column: Mulliken spin population.
Positions of all 93 atoms, in Å:
Ru  0.85  0.58  -0.30  0.004
O  0.93  -4.50  -3.07  0.000
C  2.06  -3.73  -3.08  0.009
C  3.28  -4.21  -3.54  -0.002
C  4.39  -3.39  -3.53  0.003
C  4.30  -2.08  -3.07  -0.005
C  3.08  -1.60  -2.61  -0.005
C  1.96  -2.42  -2.61  0.026
C  0.66  -1.93  -2.04  -0.034
O  0.81  -1.51  -0.60  -0.011
N  0.17  -0.78  -2.74  0.008
N  -0.70  0.01  -1.96  0.003
C  -1.83  -0.50  -1.68  -0.008
C  -2.82  0.22  -0.86  0.001
Br  -2.73  2.10  -0.94  0.000
C  -3.68  -0.47  -0.10  0.002
C  -4.72  -0.01  0.83  0.001
C  -5.54  1.10  0.59  0.000
C  -6.53  1.44  1.50  0.000
C  -6.72  0.70  2.65  -0.001
C  -5.93  -0.42  2.89  0.000
C  -4.95  -0.77  1.98  -0.001
H  1.17  -5.41  -3.24  0.000
H  3.34  -5.23  -3.91  0.000
H  5.34  -3.77  -3.89  0.000
H  5.17  -1.44  -3.06  0.001
H  3.01  -0.60  -2.22  0.010
H  -0.08  -2.73  -2.02  -0.003
H  0.94  -0.16  -2.97  -0.002
H  -2.11  -1.50  -2.02  -0.001
H  -3.55  -1.55  -0.14  0.001
H  -5.41  1.68  -0.31  0.000
H  -7.16  2.30  1.30  0.000
H  -7.50  0.97  3.36  0.000
H  -6.08  -1.02  3.78  0.000
H  -4.34  -1.65  2.16  0.000
C  0.42  -6.37  0.07  0.016
C  -0.52  -5.36  0.07  -0.012
C  -0.13  -4.03  0.12  0.024
C  1.23  -3.71  0.15  -0.043
C  2.18  -4.72  0.17  0.039
C  1.77  -6.04  0.12  -0.002
N  1.61  -2.35  0.24  0.152
N  2.89  -2.08  0.43  0.486
C  3.32  -0.81  0.71  0.012
C  4.68  -0.80  1.14  0.151
C  5.28  0.34  1.58  -0.095
C  4.54  1.53  1.62  0.172
C  3.23  1.54  1.17  -0.136
C  2.58  0.41  0.66  0.208
H  0.11  -7.41  0.04  0.001
H  -1.58  -5.60  0.05  0.000
H  -0.87  -3.24  0.13  -0.001
H  3.23  -4.45  0.21  0.006
H  2.52  -6.83  0.13  0.000
H  5.20  -1.75  1.12  0.000
H  6.31  0.32  1.91  -0.002
H  5.00  2.44  1.99  0.008
H  2.70  2.48  1.19  0.000
O  -4.27  4.37  4.97  0.000
C  -4.69  3.68  3.82  0.000
N  -3.91  2.50  3.56  0.000
C  -2.63  2.64  3.16  0.001
O  -2.11  3.74  3.04  0.000
C  -1.88  1.38  2.85  -0.002
C  -2.08  0.19  3.52  -0.001
C  -1.34  -0.91  3.14  0.001
C  -0.46  -0.80  2.07  0.028
N  -0.29  0.35  1.40  -0.003
C  -0.95  1.43  1.82  -0.004
H  -3.40  4.74  4.76  0.000
H  -4.64  4.34  2.95  0.000
H  -5.72  3.38  3.99  0.000
H  -4.35  1.59  3.54  0.000
H  -2.78  0.12  4.35  0.000
H  -1.42  -1.86  3.65  0.000
H  0.13  -1.64  1.74  -0.022
H  -0.75  2.36  1.31  0.001
O  1.01  5.29  -0.76  0.000
C  1.71  5.07  -1.88  0.000
C  2.12  6.18  -2.62  0.000
C  2.84  6.01  -3.78  0.000
C  3.18  4.74  -4.25  0.000
C  2.77  3.64  -3.52  0.001
C  2.04  3.78  -2.34  -0.003
C  1.63  2.58  -1.60  0.018
O  1.89  1.42  -2.02  0.010
O  0.97  2.69  -0.50  -0.009
H  0.82  4.42  -0.35  0.000
H  1.86  7.16  -2.25  0.000
H  3.15  6.89  -4.34  0.000
H  3.75  4.62  -5.16  0.000
H  3.02  2.64  -3.85  0.000

---

Entry 4:
Here is a structure of composition C42H36Cl3N3O3PPbS2 from the OMol25 dataset. Energies are from ωB97M-V with the def2-TZVPD basis set.

Values from the calculation:
* Kohn-Sham gap: 8.62 eV
* total charge: +1
* ΔE to the lowest compared entry with this formula, charge and spin: 11.1 kcal/mol

Last column: Löwdin charge in e.
Positions of all 91 atoms, in Å:
Pb  0.53  -1.01  -1.19  1.294
O  -1.09  -0.57  -4.81  0.048
C  -0.32  -1.28  -4.17  -0.739
O  -0.58  -1.81  -3.01  -0.296
C  1.09  -1.57  -4.72  -0.236
P  2.29  -0.91  -3.50  0.940
C  3.85  -1.59  -4.16  -0.367
C  4.44  -2.68  -3.54  -0.101
C  5.57  -3.27  -4.08  -0.076
C  6.13  -2.74  -5.24  -0.072
C  5.55  -1.65  -5.86  -0.068
C  4.40  -1.07  -5.33  -0.078
C  2.42  0.87  -3.84  -0.396
C  3.19  1.60  -2.94  -0.106
C  3.37  2.97  -3.11  -0.073
C  2.77  3.61  -4.18  -0.073
C  1.99  2.89  -5.07  -0.068
C  1.79  1.52  -4.89  -0.082
H  1.23  -1.14  -5.71  0.092
H  1.24  -2.64  -4.76  0.104
H  4.00  -3.07  -2.62  0.098
H  6.01  -4.14  -3.61  0.108
H  7.03  -3.18  -5.65  0.109
H  5.98  -1.24  -6.76  0.110
H  3.94  -0.23  -5.83  0.107
H  3.68  1.10  -2.11  0.106
H  3.97  3.53  -2.41  0.108
H  2.91  4.67  -4.33  0.107
H  1.53  3.38  -5.92  0.109
H  1.14  0.98  -5.58  0.101
N  -0.58  0.96  -1.85  -0.472
S  -1.59  1.95  -1.08  1.010
C  -1.39  3.58  -1.82  -0.390
C  -1.87  3.85  -3.10  -0.069
C  -1.70  5.12  -3.62  -0.056
C  -1.06  6.10  -2.88  -0.062
C  -0.55  5.81  -1.63  -0.064
C  -0.72  4.55  -1.09  -0.079
C  -3.27  1.62  -1.65  -0.395
C  -4.27  2.54  -1.37  -0.086
C  -5.55  2.30  -1.85  -0.063
C  -5.81  1.17  -2.60  -0.064
C  -4.81  0.24  -2.85  -0.051
C  -3.52  0.46  -2.35  -0.067
H  -0.73  0.97  -2.86  0.001
H  -2.37  3.08  -3.68  0.125
H  -2.09  5.34  -4.61  0.114
H  -0.95  7.10  -3.29  0.112
H  -0.03  6.58  -1.06  0.111
H  -0.35  4.31  -0.10  0.108
H  -4.06  3.43  -0.80  0.119
H  -6.34  3.02  -1.65  0.112
H  -6.80  1.00  -3.00  0.111
H  -5.00  -0.64  -3.44  0.116
H  -2.75  -0.27  -2.54  0.086
Cl  -0.49  -3.72  10.98  0.709
C  -0.60  -3.43  9.28  -0.666
C  -1.71  -3.86  8.57  -0.088
C  -1.78  -3.59  7.22  -0.021
C  -0.77  -2.93  6.54  -0.199
C  -0.96  -2.66  5.05  -0.303
C  -0.15  -3.65  4.21  -0.051
N  -0.42  -3.46  2.80  -0.061
C  -1.33  -4.14  2.02  -0.043
C  -1.29  -3.56  0.79  -0.129
N  -0.38  -2.53  0.81  -0.100
C  0.12  -2.50  2.02  -0.198
O  -0.57  -1.38  4.63  -0.153
C  -1.38  -0.33  5.15  -0.147
C  -0.68  0.97  4.92  -0.309
C  -0.40  1.49  3.69  -0.950
Cl  -0.86  0.83  2.17  0.668
S  0.48  2.96  3.76  1.000
C  0.48  2.91  5.47  -0.398
C  -0.16  1.81  5.95  -0.134
C  0.35  -2.53  7.28  -0.571
Cl  1.71  -1.74  6.54  0.759
C  0.43  -2.76  8.64  -0.123
H  -2.51  -4.38  9.08  0.112
H  -2.66  -3.90  6.67  0.123
H  -2.03  -2.80  4.83  0.156
H  -0.39  -4.67  4.49  0.145
H  0.91  -3.47  4.39  0.124
H  -1.89  -4.98  2.39  0.124
H  -1.86  -3.79  -0.09  0.108
H  0.86  -1.80  2.39  0.133
H  -1.56  -0.47  6.22  0.133
H  -2.36  -0.33  4.64  0.137
H  0.96  3.70  6.03  0.072
H  -0.28  1.58  7.00  0.120
H  1.29  -2.43  9.20  0.108

---

Entry 5:
Here is a structure of composition C42H37ClN2O8SbY from the OMol25 dataset. Energies are from ωB97M-V with the def2-TZVPD basis set.

Values from the calculation:
* Kohn-Sham gap: 7.46 eV
* ΔE to the lowest compared entry with this formula, charge and spin: 14.0 kcal/mol

Last column: Löwdin charge in e.
Positions of all 92 atoms, in Å:
Y  0.12  -1.03  0.42  1.408
O  -1.51  -7.83  -1.57  -0.051
C  -2.24  -7.13  -0.59  -0.204
C  -1.81  -5.69  -0.57  -0.160
C  -2.55  -4.76  0.15  0.013
C  -2.12  -3.45  0.21  -0.076
N  -1.01  -3.05  -0.43  0.044
C  -0.30  -3.93  -1.13  -0.176
C  -0.67  -5.27  -1.22  0.066
C  0.96  -3.43  -1.77  -0.177
C  1.64  -4.15  -2.74  0.060
C  2.84  -3.66  -3.23  -0.169
C  3.61  -4.42  -4.29  -0.209
O  3.35  -5.81  -4.30  -0.051
C  3.32  -2.46  -2.73  0.009
C  2.57  -1.78  -1.79  -0.084
N  1.42  -2.26  -1.33  0.031
H  -1.75  -8.76  -1.55  0.096
H  -2.06  -7.55  0.41  0.138
H  -3.32  -7.18  -0.79  0.130
H  -3.45  -5.05  0.67  0.125
H  -2.64  -2.69  0.78  0.121
H  -0.07  -5.98  -1.77  0.116
H  1.25  -5.09  -3.12  0.120
H  4.68  -4.20  -4.19  0.126
H  3.30  -4.06  -5.28  0.136
H  3.67  -6.18  -3.47  0.100
H  4.26  -2.05  -3.07  0.120
H  2.90  -0.84  -1.37  0.114
Cl  -6.23  0.69  -3.48  0.644
C  -4.91  0.49  -2.37  -0.676
C  -5.16  0.49  -1.00  -0.091
C  -4.14  0.34  -0.09  0.005
C  -2.80  0.18  -0.52  -0.358
O  -1.85  0.05  0.34  -0.227
C  -2.57  0.18  -1.92  -0.133
C  -1.25  0.06  -2.48  -0.168
O  -0.19  -0.08  -1.85  -0.087
C  -3.63  0.34  -2.83  -0.065
H  -6.18  0.62  -0.65  0.107
H  -4.34  0.35  0.97  0.121
H  -1.20  0.11  -3.58  0.135
H  -3.43  0.35  -3.90  0.114
O  0.56  -2.41  4.28  0.088
C  0.49  -2.12  3.11  -0.590
O  -0.51  -1.53  2.49  -0.163
C  1.56  -2.39  2.02  -0.601
O  1.58  -3.48  1.45  0.059
O  2.04  -1.28  1.51  -0.198
C  1.05  5.28  1.87  -0.046
C  2.27  4.42  1.99  -0.291
C  3.48  4.98  2.38  -0.049
C  4.62  4.20  2.52  -0.080
C  4.56  2.84  2.28  -0.084
C  3.36  2.27  1.90  -0.146
C  2.22  3.04  1.74  -0.352
Sb  0.50  1.99  1.10  1.614
C  -0.94  2.43  2.62  -0.301
C  -2.19  2.99  2.41  -0.122
C  -3.11  3.12  3.44  -0.092
C  -2.79  2.67  4.71  -0.080
C  -1.56  2.08  4.93  -0.043
C  -0.62  1.94  3.90  -0.289
C  0.68  1.26  4.22  -0.056
C  0.00  3.09  -0.67  -0.309
C  -1.26  3.63  -0.95  -0.118
C  -1.56  4.18  -2.18  -0.085
C  -0.61  4.20  -3.18  -0.082
C  0.64  3.66  -2.93  -0.054
C  0.96  3.10  -1.69  -0.309
C  2.34  2.53  -1.52  -0.066
H  1.29  6.32  2.10  0.078
H  0.26  4.96  2.55  0.076
H  0.63  5.25  0.86  0.070
H  3.53  6.04  2.57  0.108
H  5.55  4.67  2.82  0.102
H  5.44  2.22  2.40  0.103
H  3.31  1.19  1.72  0.090
H  -2.50  3.33  1.44  0.068
H  -4.08  3.57  3.25  0.101
H  -3.50  2.75  5.52  0.102
H  -1.31  1.69  5.91  0.112
H  0.65  0.82  5.22  0.089
H  1.52  1.96  4.19  0.078
H  0.90  0.45  3.53  0.045
H  -2.04  3.62  -0.20  0.070
H  -2.55  4.59  -2.35  0.104
H  -0.83  4.63  -4.15  0.102
H  1.40  3.67  -3.71  0.108
H  2.85  2.45  -2.48  0.081
H  2.31  1.53  -1.08  0.040
H  2.96  3.14  -0.86  0.080

---

Values of largest force on an atom, in order: 0.0569 0.0130 0.0021 0.0196 0.0217, all in Eh/bohr.
Values of calculated total energy, in order: -92256.7835 -196179.4598 -140033.4068 -128520.6810 -83623.2040, all in eV.